No. 1
Here is a molecular structure, C7H7F3O3 from the OMol25 dataset. Energies are from the ωB97M-V functional and the def2-TZVPD basis.

**LUMO level**: 0.29 eV
**Net charge**: 0
**HOMO energy**: -9.3066 eV
**Orbital gap**: 9.6 eV

Element x y z (Å)
H -0.749 -1.316 -0.479
H 0.214 -1.250 1.913
O 0.731 3.156 -0.023
O -0.257 0.642 -0.182
C 1.534 2.842 1.000
C -0.850 -0.937 1.635
C -1.032 -0.492 0.138
C 0.343 0.819 -1.336
F 1.868 3.901 1.823
F 0.839 2.068 1.858
H -2.043 -0.093 0.045
C 2.703 2.096 0.539
F 0.943 3.269 -2.281
O 0.420 0.146 -2.336
H -1.206 -0.208 2.287
H 3.236 1.381 -1.492
H -1.517 -1.779 1.664
C 1.261 2.563 -1.137
H 3.439 1.889 1.177
C 2.475 1.946 -0.763



No. 2
Here is a single C7H7IO3 molecule from the OMol25 dataset. Energies are from the ωB97M-V functional and the def2-TZVPD basis.

**LUMO level**: -1.69 eV
**Net charge**: 0
**HOMO energy**: -10.0875 eV
**Orbital gap**: 8.4 eV
**SMILES string**: C[C@@H](I)CC1=CC(=O)OC1=O

Element x y z (Å)
H 2.751 -0.974 0.703
H 0.387 -1.914 1.587
H 1.840 0.015 -1.713
I 1.810 0.972 2.440
O -2.823 0.370 -1.357
H 1.192 1.533 -0.745
H 0.775 -2.159 -0.242
H 3.042 1.070 -0.654
O -3.482 2.119 0.394
C -2.740 1.106 -0.072
C -1.480 0.562 0.826
C 0.505 -1.340 0.572
O -1.686 -1.524 -2.330
C 1.770 -0.300 0.651
C -0.831 -0.539 0.063
C -1.739 -0.662 -1.305
H -1.223 1.037 1.883
C 1.934 0.629 -0.700



No. 3
Here is 2 unconnected molecules or ions with the total composition C7H7N from the OMol25 dataset. Energies are from the ωB97M-V functional and the def2-TZVPD basis.

**LUMO level**: 0.57 eV
**Net charge**: 0
**HOMO energy**: -9.2634 eV
**Orbital gap**: 9.8 eV
**SMILES string**: c1ccncc1.C#C

Element x y z (Å)
C 3.931 0.215 -0.116
H -0.126 2.461 0.220
C -1.749 -1.240 -0.023
N -1.887 1.231 -0.177
C 2.874 -0.365 -0.019
H 0.252 -2.065 0.000
H 1.956 -0.990 0.098
C 0.159 0.121 0.157
C -0.407 -1.161 0.001
C -2.408 -0.054 -0.082
H 1.267 0.065 0.855
C -0.601 1.388 0.115
H -2.326 -2.134 -0.021
H -3.511 -0.048 0.136
H 4.903 0.672 -0.252



No. 4
Here is a single C7H7N molecule from the OMol25 dataset. Energies are from the ωB97M-V functional and the def2-TZVPD basis.

**LUMO level**: 0.24 eV
**Net charge**: 0
**HOMO energy**: -6.6622 eV
**Orbital gap**: 6.9 eV

Element x y z (Å)
C -1.340 1.192 -0.043
H 2.008 2.233 -0.162
H -1.896 2.223 0.065
N -0.029 0.793 0.189
H -0.173 -0.781 1.210
C 1.311 -1.072 -0.245
C 2.061 -0.017 -0.191
C 0.075 -0.684 0.246
H 1.832 -2.111 0.152
C 1.402 1.218 0.098
H -3.205 -0.075 -0.981
C -2.185 0.069 -0.136
H -1.646 -2.130 -0.172
H 3.180 0.160 -0.176
C -1.396 -1.018 0.146



No. 5
Here is a molecular structure, C7H7N from the OMol25 dataset. Energies are from the ωB97M-V functional and the def2-TZVPD basis.

**LUMO level (spin up / spin down)**: 0.95 / -2.56 eV
**2S+1**: 3
**Net charge**: 0
**HOMO energy (spin up / spin down)**: -5.7984 / -9.5600 eV
**Expectation value of S²**: 2.044
**Orbital gap (spin up / spin down)**: 6.8 / 7.0 eV

Element x y z (Å)
C 1.999 0.451 0.035
H 3.569 1.496 1.076
H -1.396 -1.692 0.150
H -1.745 -0.994 -1.488
H 4.152 0.276 -0.242
C -1.482 -0.769 -0.499
H 3.457 -0.412 1.154
N -1.368 1.325 -0.199
C -2.367 0.288 0.067
C -3.502 0.409 0.738
H -4.202 -0.345 1.098
C 0.842 0.438 -0.354
C -0.500 0.403 -0.521
H -3.710 1.428 1.043
C 3.336 0.543 0.517



No. 6
Here is 2 unconnected molecules or ions with the total composition C7H7N2 from the OMol25 dataset. Energies are from the ωB97M-V functional and the def2-TZVPD basis.

**LUMO level (spin up / spin down)**: -5.93 / -8.06 eV
**2S+1**: 3
**Net charge**: +1
**HOMO energy (spin up / spin down)**: -13.7510 / -14.8654 eV
**Expectation value of S²**: 2.055
**Orbital gap (spin up / spin down)**: 7.8 / 6.8 eV

Element x y z (Å)
H 5.201 -0.714 1.003
N -1.428 0.764 -0.678
H -3.302 0.262 0.903
C -1.628 -0.380 -0.028
C 0.419 -0.176 -0.172
C -0.374 -1.156 0.205
C -2.838 -0.717 0.698
N 3.143 -0.475 0.427
H 0.365 2.877 -1.936
H 1.838 1.725 -1.320
C -0.095 0.982 -0.850
H -0.260 -1.830 0.955
C 0.696 1.918 -1.434
H -2.545 -1.302 1.544
H -3.477 -1.174 0.051
C 4.285 -0.602 0.631



No. 7
Here is 2 unconnected molecules or ions with the total composition C7H7N2O2 from the OMol25 dataset. Energies are from the ωB97M-V functional and the def2-TZVPD basis.

**LUMO level**: 3.84 eV
**Net charge**: -1
**HOMO energy**: -4.3550 eV
**Orbital gap**: 8.2 eV

Element x y z (Å)
H 2.082 -0.845 -0.360
C -0.022 0.663 -2.256
C 1.460 -1.306 2.309
H 1.961 -0.146 -2.857
H -2.108 2.236 -0.953
H -2.134 1.139 0.445
O 2.275 -1.597 1.430
C 1.196 0.044 -2.125
O 1.513 -1.442 3.537
C -0.646 0.662 -0.982
C -1.995 1.197 -0.632
C 0.250 0.059 -0.142
N -0.990 -0.497 2.421
C 0.110 -0.669 1.892
N 1.344 -0.321 -0.822
H -1.078 -0.857 3.374
H -2.785 0.614 -1.113
H -0.435 1.063 -3.167



No. 8
Here is a molecular structure, C7H7N2O6Pb from the OMol25 dataset. Energies are from the ωB97M-V functional and the def2-TZVPD basis.

**LUMO level (spin up / spin down)**: -4.48 / -4.48 eV
**Net charge**: +1
**HOMO energy (spin up / spin down)**: -12.1053 / -12.1048 eV
**Orbital gap (spin up / spin down)**: 7.6 / 7.6 eV

Element x y z (Å)
H -1.383 -0.973 1.419
H -1.451 -2.500 2.316
O -0.581 -1.772 -1.402
O -0.489 2.996 -5.411
C -0.541 2.716 -4.270
O 2.989 1.032 -1.451
H -1.425 -0.982 3.187
C -0.531 2.000 0.580
C -0.473 -0.612 -1.516
H 2.842 -1.696 2.381
H 0.869 -1.984 3.126
C 1.922 1.390 -1.695
C -1.022 -1.496 2.310
C -3.160 1.061 -1.639
O -0.466 2.151 1.710
Pb -0.630 1.946 -2.133
O 0.793 -0.162 0.477
O -4.190 0.607 -1.402
N 0.425 -1.538 2.325
H 3.212 -0.648 1.012
H -0.496 0.218 -3.141
C 1.219 -0.831 1.453
N 2.568 -0.923 1.763